[1]
H18O19SV3 | ωB97M-V/def2-TZVPD

The calculation puts the highest occupied orbital energy at -13.27 eV. The energy above the lowest of the compared OMol25 structures with the same formula, charge and spin comes out at 0.0 kcal/mol.

```
! RIJCOSX wB97M-V def2-TZVPD def2/J DEFGRID3
* xyz 1 1
O 0.0993 -3.2755 -2.3279
V -0.7899 -2.9608 -1.0607
O -2.2245 -2.6494 -1.6188
O -1.2238 0.3913 3.1952
V 0.3222 0.7245 3.1498
O 1.0780 -0.3386 4.0531
O -0.9223 1.4224 -3.2634
V 0.1075 2.4700 -2.6942
O 1.5124 2.1018 -3.3812
S -0.1140 0.2990 -0.1562
O 0.5834 1.4031 -0.9111
O -0.0318 -0.9523 -0.9222
O 0.5548 0.0334 1.1734
O -1.4919 0.7345 0.0561
O 0.8752 -3.6839 0.3271
H 1.4827 -2.9803 0.6730
H 1.1156 -4.4889 0.8076
O -3.8019 0.9487 -1.3592
H -3.5081 0.7098 -2.2491
H -3.0381 0.7302 -0.7663
O 1.6289 -0.7255 -3.1405
H 1.2171 -0.9485 -2.2871
H 2.1767 0.0434 -2.9458
O 2.1827 1.8041 2.8312
H 2.8795 2.0013 3.4760
H 2.5853 1.9726 1.8998
O 2.9746 2.4405 0.0269
H 3.6413 2.1693 -0.6219
H 2.0936 2.2032 -0.3610
O 2.6603 -1.8990 1.0328
H 3.4436 -1.5058 0.6296
H 1.9964 -1.1911 1.1045
O -3.6063 0.0241 1.7046
H -2.8182 0.4161 1.2823
H -4.3413 0.2255 1.1029
O -1.3001 3.2386 -1.1341
H -2.2749 3.2823 -1.0758
H -1.0189 2.7699 -0.3277
O -1.5008 -2.4437 0.9896
H -1.4742 -2.9749 1.8004
H -1.7302 -1.5414 1.2882
*
```

Results of the Mulliken charge analysis, in e, for atoms 1 through 2: number 1, O, carries -0.478; number 2, V, carries 1.002



[2]
H18O9 | ωB97M-V/def2-TZVPD

The calculation puts the highest occupied orbital energy (alpha / beta) at -0.47 / -7.77 eV. The energy above the lowest of the compared OMol25 structures with the same formula, charge and spin comes out at 8.1 kcal/mol.

```
! RIJCOSX wB97M-V def2-TZVPD def2/J DEFGRID3
* xyz -1 2
O -33.4295 20.4788 7.8408
H -33.4727 20.9416 8.6776
H -32.5327 20.1471 7.7960
O -33.5066 15.3672 5.9323
H -32.7020 15.8823 5.9918
H -34.2045 15.9867 6.1455
O -29.1600 14.2065 5.9646
H -28.2677 14.4689 5.7384
H -29.6327 15.0318 6.0731
O -33.2073 17.9014 10.1555
H -32.5708 18.2255 10.7927
H -32.9252 18.2777 9.3218
O -29.8006 16.2538 3.3277
H -28.8665 16.2297 3.5357
H -30.0803 17.1334 3.5812
O -31.3145 17.0072 6.2570
H -31.3857 17.5140 7.0659
H -31.1358 17.6597 5.5799
O -30.6150 19.0475 7.9355
H -30.4088 19.7438 8.5591
H -29.7965 18.5605 7.8403
O -31.2805 18.9487 4.3823
H -31.5390 19.7970 4.7426
H -31.6992 18.9156 3.5222
O -27.7696 17.6275 4.5195
H -27.9714 18.2975 3.8663
H -28.2048 17.9305 5.3164
*
```

Results of the Mulliken charge analysis, in e, for atoms 1 through 2: number 1, O, carries -0.841; number 2, H, carries 0.370



[3]
H18O9 | ωB97M-V/def2-TZVPD

The calculation puts the highest occupied orbital energy (alpha / beta) at 0.67 / -7.60 eV. The energy above the lowest of the compared OMol25 structures with the same formula, charge and spin comes out at 53.8 kcal/mol.

```
! RIJCOSX wB97M-V def2-TZVPD def2/J DEFGRID3
* xyz -1 2
O 3.4413 -1.1453 1.8588
H 3.8980 -0.7825 2.6133
H 4.2273 -1.7717 1.7209
O -1.2781 -1.1049 -1.2455
H -1.5347 -2.0113 -1.1722
H -1.4093 -0.8514 -2.1490
O -0.3805 0.1665 1.5895
H 0.4175 -0.2904 1.3144
H -0.0335 0.6147 2.4265
O -0.2672 1.6021 -3.2101
H -0.0349 1.3824 -2.2898
H 0.0680 2.4745 -3.2838
O 1.6984 -1.1485 -2.3997
H 0.9113 -1.5937 -2.7527
H 2.3227 -1.2775 -3.1143
O 2.1562 -3.4805 1.7454
H 2.2095 -2.5902 2.0098
H 1.2660 -3.4589 1.4245
O -3.8920 -1.0116 -0.8795
H -3.1938 -0.3550 -0.8192
H -3.8372 -1.8691 -0.4984
O -1.4692 2.6074 2.7184
H -2.2158 3.1831 2.6966
H -1.6013 1.8609 2.1241
O -0.3502 3.5384 -0.4081
H -0.0888 4.3546 0.0623
H -1.0295 2.9579 -0.0823
*
```

Results of the Mulliken charge analysis, in e, for atoms 1 through 2: number 1, O, carries -0.895; number 2, H, carries 0.389



[4]
H18O9 | ωB97M-V/def2-TZVPD

Its structure (SMILES) is O.O.O.O.O.O.O.O.O. The calculation puts the highest occupied orbital energy at -8.96 eV. The energy above the lowest of the compared OMol25 structures with the same formula, charge and spin comes out at 131.2 kcal/mol.

```
! RIJCOSX wB97M-V def2-TZVPD def2/J DEFGRID3
* xyz 0 1
O -0.3213 0.7824 -0.2265
H -1.2830 0.8462 -0.2295
H -0.1289 0.1082 -0.8879
O -2.0721 -2.2115 -0.4524
H -1.4912 -2.1547 -1.2194
H -2.2012 -1.2938 -0.1875
O -4.9259 3.2874 0.5536
H -4.9620 2.6386 1.2655
H -4.7481 2.7615 -0.2343
O 3.9806 1.4034 1.5923
H 4.6258 0.8541 1.1330
H 3.2458 0.8049 1.7679
O -4.9710 -1.0501 -1.1121
H -5.7757 -1.2204 -0.6097
H -4.5028 -0.3902 -0.5883
O 3.7074 -1.7756 -1.6115
H 4.3282 -1.5695 -0.9036
H 3.7753 -1.0229 -2.2096
O 2.6396 0.3644 -0.7854
H 3.0165 1.0373 -1.3635
H 3.0040 0.5702 0.0828
O -0.4837 -3.2030 2.3990
H -0.7031 -2.6230 1.6611
H 0.4746 -3.1336 2.4748
O 2.2863 2.2089 -0.3558
H 2.9591 2.4100 0.3044
H 1.6481 2.9256 -0.2661
*
```

Results of the Mulliken charge analysis, in e, for atoms 1 through 2: number 1, O, carries -0.554; number 2, H, carries 0.272



[5]
H18O9 | ωB97M-V/def2-TZVPD

Its structure (SMILES) is O.O.O.O.O.O.O.O.O. The calculation puts the highest occupied orbital energy at -9.69 eV. The energy above the lowest of the compared OMol25 structures with the same formula, charge and spin comes out at 100.9 kcal/mol.

```
! RIJCOSX wB97M-V def2-TZVPD def2/J DEFGRID3
* xyz 0 1
O -0.0049 0.6468 -1.1936
H -0.8179 1.0665 -1.4970
H -0.1884 0.4163 -0.2759
O 3.3917 2.9516 1.2462
H 4.2250 3.0101 1.7270
H 3.2821 2.0084 1.0808
O 1.2168 -2.4429 0.6679
H 0.7691 -3.1775 0.2333
H 0.6317 -1.6913 0.5202
O 3.0722 -3.0749 -0.9701
H 3.3475 -3.9470 -0.6657
H 2.7899 -2.6242 -0.1662
O -2.0056 -1.9866 2.4428
H -2.6816 -2.3316 1.8486
H -1.7644 -2.7437 2.9883
O 1.9540 1.3366 -0.9559
H 2.5707 0.6057 -1.0768
H 2.3371 2.0545 -1.4725
O -1.8525 3.1095 0.4609
H -1.2960 3.5059 -0.2188
H -1.2390 2.9021 1.1748
O -2.9271 -0.5162 -2.1316
H -3.5855 0.0342 -1.6928
H -2.2865 -0.7129 -1.4387
O -2.8457 0.2014 0.1442
H -3.6105 0.4112 0.6920
H -2.4742 -0.5885 0.5529
*
```

Results of the Mulliken charge analysis, in e, for atoms 1 through 2: number 1, O, carries -0.530; number 2, H, carries 0.280



[6]
H18O9 | ωB97M-V/def2-TZVPD

Its structure (SMILES) is O.O.O.O.O.O.O.O.O. The calculation puts the highest occupied orbital energy at -11.36 eV. The energy above the lowest of the compared OMol25 structures with the same formula, charge and spin comes out at 70.9 kcal/mol.

```
! RIJCOSX wB97M-V def2-TZVPD def2/J DEFGRID3
* xyz 0 1
O 4.6598 -2.7019 2.2627
H 5.5778 -2.4664 2.3967
H 4.6902 -3.5799 1.8827
O -2.1602 2.3584 -3.2030
H -1.8020 2.1897 -4.0744
H -1.5409 1.9413 -2.6040
O -0.0918 -3.6086 -2.4768
H 0.4546 -4.3031 -2.8447
H 0.2630 -2.8014 -2.8492
O -4.5980 3.7163 0.6924
H -4.4707 3.4928 -0.2296
H -5.4215 4.2040 0.7095
O 1.7393 5.0287 0.0580
H 2.2701 4.7445 0.8022
H 0.8667 4.6789 0.2383
O -1.3695 -5.0067 1.5075
H -1.0809 -4.4466 0.7869
H -2.2554 -5.2746 1.2633
O -0.0601 0.7217 0.4742
H 0.6311 0.3137 0.9957
H -0.8541 0.2426 0.7112
O -4.2492 0.0596 3.0458
H -5.1087 -0.3086 2.8412
H -4.2359 0.9034 2.5942
O 5.7900 -0.1033 -1.9442
H 6.6951 -0.4094 -1.8865
H 5.6609 0.4151 -1.1500
*
```

Results of the Mulliken charge analysis, in e, for atoms 1 through 2: number 1, O, carries -0.637; number 2, H, carries 0.316



[7]
H18O9 | ωB97M-V/def2-TZVPD

Its structure (SMILES) is O.O.O.O.O.O.O.O.O. The calculation puts the highest occupied orbital energy at -11.02 eV. The energy above the lowest of the compared OMol25 structures with the same formula, charge and spin comes out at 41.7 kcal/mol.

```
! RIJCOSX wB97M-V def2-TZVPD def2/J DEFGRID3
* xyz 0 1
O -0.8003 -2.5201 1.1019
H 0.0872 -2.3064 0.7134
H -0.7377 -2.2231 1.9841
O 3.9630 0.5512 0.8593
H 4.8173 0.8749 0.6118
H 3.9893 -0.3365 0.5674
O -2.1203 -0.9750 -0.9484
H -1.8235 -1.8013 -0.5060
H -1.5668 -0.3737 -0.4122
O 1.5096 -2.1858 -0.2195
H 1.5509 -1.1413 -0.2266
H 1.1632 -2.3993 -1.1004
O -4.9187 -1.4378 -0.3756
H -5.2526 -1.8721 -1.1326
H -3.9489 -1.3271 -0.5047
O 1.1888 0.5358 -0.0247
H 0.3716 1.0480 0.2009
H 2.0079 1.0497 0.0813
O -1.3676 2.1502 -0.0348
H -1.5219 2.1259 -0.9558
H -2.2295 2.0014 0.4696
O 5.8932 2.5356 -0.8427
H 6.0425 3.3329 -1.4043
H 5.3287 2.0228 -1.3871
O -3.5211 1.0265 1.0773
H -3.8003 0.6613 1.9492
H -4.3040 0.9835 0.4589
*
```

Results of the Mulliken charge analysis, in e, for atoms 1 through 2: number 1, O, carries -0.681; number 2, H, carries 0.384



[8]
H18O9 | ωB97M-V/def2-TZVPD

Its structure (SMILES) is O.O.O.O.O.O.O.O.O. The calculation puts the highest occupied orbital energy at -10.43 eV. The energy above the lowest of the compared OMol25 structures with the same formula, charge and spin comes out at 91.7 kcal/mol.

```
! RIJCOSX wB97M-V def2-TZVPD def2/J DEFGRID3
* xyz 0 1
O 0.1981 -0.2761 0.5537
H -0.3514 0.3152 1.0804
H 0.0366 -1.1470 0.9338
O -2.5522 1.8934 0.0542
H -2.8107 1.3105 0.7770
H -1.5924 1.8122 0.0192
O -3.7979 -1.2728 -1.8341
H -3.7255 -0.4346 -2.3042
H -2.9182 -1.4117 -1.4655
O 1.2918 3.1255 -0.5516
H 0.5274 3.6561 -0.3004
H 1.9617 3.7767 -0.7883
O -0.8824 -2.3460 0.0642
H -0.9286 -2.7065 -0.8285
H -0.5079 -3.0634 0.5878
O 1.1729 -0.8440 -1.5433
H 1.2824 -1.5064 -0.8516
H 0.8307 -1.3429 -2.2936
O 3.6038 2.1770 -0.2803
H 4.2918 1.6564 0.1494
H 2.8118 1.9913 0.2367
O -2.9456 0.6501 2.4291
H -3.8691 0.3949 2.3246
H -2.4549 -0.0729 2.0221
O 3.8693 -2.6984 0.9122
H 4.6372 -3.2339 1.1416
H 3.1176 -3.2623 1.1267
*
```

Results of the Mulliken charge analysis, in e, for atoms 1 through 2: number 1, O, carries -0.502; number 2, H, carries 0.180



[9]
H18O9 | ωB97M-V/def2-TZVPD

Its structure (SMILES) is O.O.O.O.O.O.O.O.O. The calculation puts the highest occupied orbital energy at -10.54 eV. The energy above the lowest of the compared OMol25 structures with the same formula, charge and spin comes out at 47.8 kcal/mol.

```
! RIJCOSX wB97M-V def2-TZVPD def2/J DEFGRID3
* xyz 0 1
O -7.6570 -13.6970 -20.0500
H -8.1360 -13.8790 -19.2150
H -8.2510 -13.4330 -20.7810
O -9.0470 -10.3400 -17.4230
H -9.9040 -10.3260 -16.9790
H -8.5940 -9.5090 -17.4950
O -9.0040 -12.4010 -22.2810
H -8.1630 -12.0680 -22.6020
H -9.3030 -11.7210 -21.7220
O -8.0130 -13.2170 -17.0280
H -7.2770 -12.5420 -17.0530
H -8.7150 -12.6500 -17.1540
O -10.5470 -12.7940 -18.2970
H -10.5270 -13.7400 -18.3650
H -10.2680 -12.4260 -19.0900
O -9.9810 -10.7840 -20.2300
H -9.6860 -10.5060 -19.3950
H -10.8400 -10.3560 -20.2210
O -10.7430 -15.4900 -18.1650
H -10.8070 -15.6460 -17.2270
H -9.9660 -15.9490 -18.4010
O -13.3760 -13.9330 -17.5860
H -13.3030 -13.9890 -16.6270
H -12.9240 -14.7340 -17.9320
O -11.0030 -12.0430 -15.6340
H -10.3880 -12.3960 -14.9810
H -10.7870 -12.5130 -16.4340
*
```

Results of the Mulliken charge analysis, in e, for atoms 1 through 2: number 1, O, carries -0.658; number 2, H, carries 0.295



For reference, DFT total energy by record: -127088.0068 -18719.8897 -18717.9101 -18716.4471 -18717.7616 -18719.0602 -18720.3258 -18718.1592 -18720.0623 eV.